Record 1
ORCA calculation (ωB97M-V with the def2-TZVPD basis set) on C27H23Cl4GeNO2Pd as an isolated structure at a distorted geometry.

Positions of all 59 atoms, in Å:
Pd -0.396 -0.161 1.010
Cl 1.105 -6.579 4.772
C 0.508 -5.157 4.023
C -0.780 -4.699 4.334
C -1.291 -3.604 3.682
Cl -2.881 -3.044 3.999
C -0.556 -2.910 2.650
O -1.155 -2.094 1.903
C 0.833 -3.297 2.512
C 1.762 -2.469 1.800
O 1.606 -1.294 1.451
C 1.309 -4.447 3.145
H -1.371 -5.207 5.081
H 2.735 -2.947 1.595
H 2.326 -4.770 2.974
C 1.449 -2.359 -1.809
Ge 0.714 -0.629 -1.125
C -0.879 -0.183 -2.306
C -2.060 -0.893 -2.130
C -3.104 -0.733 -3.025
C -2.980 0.160 -4.078
C -1.825 0.911 -4.221
C -0.779 0.752 -3.326
C 2.084 0.814 -1.385
C 3.275 0.529 -2.012
C 4.245 1.522 -2.212
C 4.030 2.798 -1.771
C 2.828 3.136 -1.118
C 2.578 4.447 -0.664
C 1.411 4.768 -0.029
C 0.440 3.779 0.186
C 0.654 2.502 -0.255
C 1.843 2.131 -0.913
H 1.615 -2.276 -2.880
H 0.741 -3.165 -1.637
H 2.387 -2.608 -1.323
H -2.147 -1.584 -1.296
H -4.012 -1.307 -2.914
H -3.785 0.276 -4.788
H -1.739 1.613 -5.037
H 0.130 1.327 -3.432
H 3.476 -0.468 -2.380
H 5.160 1.277 -2.729
H 4.771 3.571 -1.916
H 3.332 5.199 -0.839
H 1.228 5.777 0.307
H -0.476 4.033 0.700
H -0.133 1.750 -0.129
C -3.961 2.087 -0.849
C -3.101 1.395 0.049
N -2.388 0.870 0.782
H -4.504 2.866 -0.316
H -4.679 1.398 -1.290
H -3.356 2.533 -1.642
Cl 0.045 1.087 3.086
C -1.402 0.953 4.118
Cl -0.934 0.538 5.776
H -2.042 0.164 3.714
H -1.901 1.921 4.127

Summary:
Relative energy (zero: lowest compared OMol25 entry of this formula, charge and spin) in kJ/mol: 0.0
Total charge: +1
2S+1: 2
HOMO energy (spin up / spin down) in Ha: -0.379 / -0.377
Gap between HOMO and LUMO (spin up / spin down) in eV: 5.2 / 5.2

Record 2
ORCA calculation (ωB97M-V with the def2-TZVPD basis set) on a 3-piece molecular cluster, C27H23INO11PS2 overall.

Positions of all 66 atoms, in Å:
O -1.682 -0.297 -2.293
P -1.645 -1.633 -1.690
O -3.016 -2.430 -1.896
O -1.495 -1.631 -0.102
C -0.425 -2.711 -2.475
C -0.741 -2.892 -3.823
C 0.037 -3.690 -4.643
C 1.135 -4.339 -4.108
C 1.474 -4.155 -2.776
C 0.721 -3.329 -1.935
N 1.108 -3.090 -0.590
C 1.685 -1.747 -0.344
C 2.479 -1.104 -1.471
C 3.860 -1.726 -1.741
S 4.147 -1.889 -3.527
C 1.760 -4.144 0.103
C 1.555 -4.293 1.478
I 0.164 -3.085 2.452
C 2.227 -5.239 2.238
C 3.114 -6.106 1.608
C 3.288 -6.028 0.236
C 2.622 -5.057 -0.509
S 2.921 -4.995 -2.231
H -3.069 -3.198 -1.313
H -1.246 -0.737 0.184
H -1.614 -2.399 -4.232
H -0.226 -3.796 -5.686
H 1.744 -4.976 -4.738
H 2.341 -1.843 0.524
H 0.905 -1.051 -0.042
H 2.646 -0.078 -1.132
H 1.897 -1.014 -2.390
H 3.983 -2.680 -1.231
H 4.629 -1.059 -1.353
H 4.919 -2.979 -3.503
H 2.057 -5.302 3.303
H 3.645 -6.840 2.197
H 3.965 -6.710 -0.264
O -0.992 0.453 1.790
C -1.825 1.060 2.444
C -2.137 2.463 2.276
C -3.080 3.008 3.055
O -3.437 4.284 2.976
C -3.833 2.222 4.100
O -4.658 2.831 4.756
C -3.532 0.813 4.254
C -2.585 0.264 3.482
O -2.233 -1.011 3.535
H -1.604 3.036 1.527
H -4.135 4.421 3.647
H -4.083 0.250 4.994
H -1.477 -1.098 2.920
O 0.973 5.895 -1.269
C 0.132 6.500 -0.629
C -0.175 7.906 -0.789
C -1.115 8.459 -0.010
O -1.472 9.732 -0.076
C -1.866 7.667 1.037
O -2.686 8.276 1.699
C -1.572 6.256 1.186
C -0.635 5.710 0.402
O -0.296 4.425 0.461
H 0.367 8.465 -1.538
H -2.166 9.854 0.603
H -2.116 5.679 1.923
H 0.405 4.292 -0.207

Summary:
Total charge: 0
2S+1: 1
HOMO energy in Ha: -0.296
Gap between HOMO and LUMO in eV: 6.3
SMILES string: O=P(O)(O)c1cccc2c1N(CCCS)c1c(I)cccc1S2.O=C1C=C(O)C(=O)C=C1O.O=C1C=C(O)C(=O)C=C1O

Record 3
ORCA calculation (ωB97M-V with the def2-TZVPD basis set) on C27H24Br3CdCl2N3O7S as an isolated structure.

Positions of all 68 atoms, in Å:
Cd -0.824 -0.016 0.354
C 3.370 0.970 1.124
C 2.425 1.837 1.906
C 2.966 2.669 2.910
C 2.169 3.542 3.569
C 0.803 3.635 3.234
C -0.070 4.592 3.789
Br 0.560 5.844 5.096
C -1.369 4.676 3.383
C -1.863 3.782 2.446
Br -3.678 3.958 1.916
C -1.115 2.738 1.858
O -1.652 1.947 1.043
C 0.311 2.726 2.256
N 1.134 1.843 1.626
H 4.108 1.602 0.619
H 2.842 0.378 0.380
H 3.919 0.300 1.789
H 4.022 2.593 3.143
H 2.568 4.180 4.348
H -2.018 5.442 3.782
C 3.065 2.793 -3.447
C 1.603 2.946 -3.158
C 0.675 3.224 -4.152
C -0.671 3.247 -3.849
C -1.036 2.973 -2.537
Br -2.883 2.979 -2.098
N -0.187 2.719 -1.573
C 1.105 2.724 -1.882
H 3.376 3.429 -4.279
H 3.264 1.752 -3.711
H 3.668 3.041 -2.574
H 1.005 3.402 -5.170
H -1.423 3.445 -4.598
H 1.771 2.493 -1.069
C -0.702 -7.011 -0.211
C -1.247 -5.645 -0.541
C -0.390 -4.564 -0.704
C -0.878 -3.294 -0.974
C -2.244 -3.094 -1.091
C -3.113 -4.167 -0.953
C -2.615 -5.430 -0.675
S -2.971 -1.473 -1.371
O -3.702 -1.159 -0.165
O -3.759 -1.667 -2.578
N -1.825 -0.412 -1.541
C -0.992 -0.511 -2.730
C 0.508 -0.327 -2.430
O 1.242 -0.063 -3.386
O 0.884 -0.496 -1.228
H -0.224 -7.014 0.771
H 0.048 -7.323 -0.939
H -1.496 -7.758 -0.200
H 0.680 -4.709 -0.607
H -0.194 -2.462 -1.069
H -4.176 -3.998 -1.055
H -3.300 -6.263 -0.553
H -1.277 0.237 -3.477
H -1.089 -1.489 -3.219
O -1.458 -2.099 1.774
C -1.441 -1.316 2.740
O -0.903 -0.187 2.749
H -1.917 -1.651 3.687
Cl 2.541 -3.958 3.433
C 1.179 -3.016 2.743
Cl 1.681 -1.978 1.427
H 0.772 -2.396 3.535
H 0.437 -3.712 2.364

Summary:
Total charge: -2
2S+1: 1
HOMO energy in Ha: -0.081
Gap between HOMO and LUMO in eV: 6.1

Record 4
ORCA calculation (ωB97M-V with the def2-TZVPD basis set) on C27H24Cl2GeKN2O3S as an isolated structure.

Positions of all 61 atoms, in Å:
K 1.150 -1.110 2.234
N -0.188 -2.092 4.591
C 0.243 -3.492 4.647
C 0.112 -4.096 3.234
O -0.953 -4.714 2.981
N 1.145 -3.819 2.464
C 1.000 -4.154 1.052
C 0.940 -2.844 0.253
O 2.018 -2.247 0.005
O -0.194 -2.323 0.035
H -0.008 -1.588 5.451
H -1.184 -2.055 4.403
H -0.358 -4.112 5.324
H 1.288 -3.506 4.962
H 0.098 -4.741 0.858
H 1.890 -4.699 0.717
Cl 0.664 1.903 1.999
C 0.860 2.939 3.400
C 0.286 4.190 3.306
C 0.384 5.082 4.367
C 1.068 4.685 5.504
C 1.637 3.427 5.565
Cl 2.483 3.032 7.047
C 1.576 2.465 4.530
S 2.301 0.918 4.629
H -0.239 4.451 2.397
H -0.066 6.064 4.307
H 1.171 5.344 6.356
C 2.139 1.080 -1.491
Ge 0.682 -0.291 -1.181
C 0.806 -1.474 -2.754
C -0.280 -2.231 -3.191
C -0.187 -3.054 -4.304
C 1.006 -3.145 -5.009
C 2.103 -2.409 -4.583
C 1.998 -1.585 -3.470
C -1.128 0.572 -1.405
C -2.024 0.408 -0.379
C -3.310 0.990 -0.402
C -3.710 1.745 -1.466
C -2.836 1.939 -2.564
C -3.222 2.706 -3.691
C -2.376 2.875 -4.750
C -1.099 2.277 -4.730
C -0.701 1.536 -3.653
C -1.548 1.345 -2.532
H 2.275 1.371 -2.538
H 3.078 0.657 -1.131
H 1.930 1.978 -0.908
H -1.210 -2.187 -2.635
H -1.048 -3.633 -4.617
H 1.082 -3.789 -5.877
H 3.047 -2.479 -5.113
H 2.870 -1.029 -3.143
H -1.743 -0.200 0.474
H -3.975 0.829 0.439
H -4.694 2.201 -1.493
H -4.210 3.155 -3.696
H -2.685 3.461 -5.608
H -0.430 2.402 -5.574
H 0.275 1.068 -3.646

Summary:
Relative energy (zero: lowest compared OMol25 entry of this formula, charge and spin) in kJ/mol: 18.4
Total charge: -2
2S+1: 2
HOMO energy (spin up / spin down) in Ha: -0.031 / -0.076
Gap between HOMO and LUMO (spin up / spin down) in eV: 5.1 / 6.3